Entry 1:
DFT (wB97M-V/def2-TZVPD) results for a cluster of 11 separate species, C25H54N6O11S3 in total.

Results
Structure (SMILES): CCOS(C)(=O)=O.CCOS(C)(=O)=O.CCOS(C)(=O)=O.CC#N.CC#N.CC#N.CC#N.CC#N.CC#N.CCO.CCO

CARTESIAN COORDINATES (ANGSTROEM)
C 27.54923 2.56368 4.62222
C 27.66154 2.68033 6.14194
O 27.02603 1.61942 6.82705
S 27.71094 1.04708 8.21235
C 27.34529 2.49582 9.31443
O 26.94775 -0.07407 8.70983
O 29.15608 0.95206 8.03408
H 27.29946 3.49316 4.11058
H 26.80652 1.81697 4.34130
H 28.41361 2.09912 4.14774
H 28.67916 2.68368 6.53246
H 27.30413 3.67412 6.41169
H 26.31099 2.47660 9.65787
H 27.62513 3.43410 8.83546
H 27.91751 2.27085 10.21447
C 33.12678 5.45117 4.39510
C 32.95030 6.69615 3.51485
O 31.60278 6.62251 3.01753
S 30.93036 8.02083 2.46367
C 30.29612 8.57052 4.10625
O 32.03128 8.87065 1.96248
O 29.83614 7.67209 1.54650
H 32.80374 4.57157 3.83828
H 32.61670 5.56378 5.35178
H 34.18258 5.23738 4.56145
H 33.16698 7.57135 4.12737
H 33.70044 6.72036 2.72442
H 31.14224 8.85495 4.73178
H 29.85114 7.68804 4.56597
H 29.53326 9.32852 3.92861
C 34.20441 3.47949 12.41276
C 34.37358 4.29426 11.16955
O 34.12012 5.70323 11.38440
S 32.58511 6.26509 11.50828
C 33.00533 8.13221 11.58728
O 31.81406 5.99448 10.32574
O 32.07800 5.90345 12.84372
H 33.18010 3.37782 12.77128
H 34.77705 4.01778 13.16802
H 34.53314 2.45337 12.24806
H 35.39818 4.08727 10.86061
H 33.83348 3.83586 10.34114
H 33.99599 8.13602 12.04191
H 32.31104 8.65033 12.24881
H 32.86295 8.43001 10.54846
C 21.47092 2.74505 18.47268
C 21.98261 2.95531 17.08998
N 22.35688 3.15810 15.96614
H 22.01936 3.36273 19.18386
H 21.59261 1.68977 18.71695
H 20.40959 2.89256 18.67257
C 25.01153 4.01335 -3.14769
C 24.84712 2.60945 -3.68808
N 24.75430 1.53258 -4.09935
H 24.25873 4.16623 -2.37437
H 24.86821 4.58591 -4.06406
H 26.00323 4.11914 -2.70785
C 25.54932 -6.15983 11.16851
C 25.92606 -6.90096 9.93539
N 26.24185 -7.48580 9.03902
H 26.36709 -5.60948 11.63377
H 24.96099 -6.81844 11.80740
H 24.89452 -5.36808 10.80454
C 33.84849 -1.28183 4.06358
C 33.61618 -1.51547 2.62555
N 33.48201 -1.71744 1.48273
H 34.69335 -0.62998 4.28583
H 33.87542 -2.18537 4.67266
H 32.99600 -0.75670 4.49439
C 21.35026 1.64719 8.06000
C 21.30462 0.44953 7.19204
N 21.30197 -0.43374 6.45813
H 22.24074 2.24865 7.87726
H 21.43650 1.32748 9.09850
H 20.46744 2.28156 7.98066
C 26.58447 -4.11751 4.63154
C 25.82699 -4.78823 3.52841
N 25.26435 -5.36685 2.71802
H 26.74913 -3.07342 4.36530
H 27.52709 -4.59318 4.90228
H 25.93751 -4.09091 5.50838
C 33.61130 -4.24959 9.99977
C 33.31783 -5.44672 9.03048
O 33.21442 -6.64003 9.85283
H 32.99647 -4.19624 10.89822
H 33.45363 -3.33086 9.43481
H 34.66631 -4.32703 10.26256
H 34.06873 -5.58418 8.25243
H 32.32642 -5.44876 8.57750
H 32.53125 -6.51235 10.51507
C 29.74386 0.04233 16.47622
C 28.81269 -0.93887 15.86790
O 29.30985 -2.21581 16.29312
H 30.76999 -0.24045 16.24124
H 29.67657 0.07324 17.56371
H 29.40473 1.00245 16.08729
H 28.84399 -0.90162 14.77899
H 27.78414 -0.77797 16.19082
H 29.35411 -2.21450 17.25211

From a Mulliken analysis of the wavefunction, the atomic charges in e read: -1.233, -0.192, -0.314, 1.077, -0.846, -0.551, -0.578, 0.322, 0.339, 0.301, 0.480, 0.251, 0.317, 0.279, 0.343, -1.159, -0.175, -0.288, 1.099, -0.853, -0.603, -0.579, 0.307, 0.269, 0.375, 0.324, 0.306, 0.301, 0.305, 0.371, -1.017, -0.346, -0.242, 1.132, -0.870, -0.595, -0.597, 0.304, 0.272, 0.386, 0.303, 0.312, 0.310, 0.339, 0.308, -0.738, 0.335, -0.375, 0.249, 0.248, 0.280, -0.621, 0.230, -0.344, 0.248, 0.234, 0.252, -0.694, 0.224, -0.304, 0.272, 0.254, 0.250, -0.719, 0.322, -0.341, 0.258, 0.254, 0.227, -0.702, 0.296, -0.336, 0.225, 0.251, 0.269, -0.679, 0.274, -0.332, 0.226, 0.267, 0.244, -0.892, -0.246, -0.535, 0.348, 0.266, 0.245, 0.265, 0.258, 0.291, -1.020, -0.179, -0.532, 0.294, 0.346, 0.297, 0.255, 0.237, 0.302

Entry 2:
DFT (wB97M-V/def2-TZVPD) results for a structure of composition C8H12O.

Results
Energy relative to the best compared isomer or geometry (same formula, charge and spin): 208.1 kcal/mol

CARTESIAN COORDINATES (ANGSTROEM)
C 2.39774 -0.55428 -0.66547
C 0.94811 -0.22063 0.03498
C 0.83232 -0.90656 1.43908
C -0.27506 -0.77710 -0.80790
C -1.60038 -0.40628 -0.93743
C -2.26009 0.68221 -0.34027
C 1.13990 1.28587 0.04023
C 1.13586 2.44860 0.07600
H 2.39655 0.30133 -1.51133
H 3.23308 -0.47071 0.02590
H 2.36559 -1.74885 -1.04557
H 1.92569 -1.14194 1.91112
H -0.00548 -2.01713 1.31537
H 0.17777 -0.03091 2.39613
H -0.04042 -1.47767 -1.53643
H -2.17826 -1.08662 -1.57460
H -1.64822 1.46931 0.37588
H -2.64128 1.49047 -1.15455
H -2.92815 -0.32836 1.41083
H 0.58325 3.44907 0.09229
O -3.55851 0.04019 0.45574

From a Mulliken analysis of the wavefunction, the atomic charges in e read: -1.282, 1.834, -0.993, -0.793, -0.312, -0.432, -1.412, 0.405, 0.344, 0.383, 0.297, 0.281, 0.260, 0.229, 0.378, 0.315, 0.158, 0.248, 0.332, 0.322, -0.563

Ordered lowest unoccupied orbital energy results: -0.0078 0.0220; unit Eh.
Ordered maximum force results: 5.8 6.9; unit eV/Å.
Ordered HOMO energy results: -0.371 -0.348; unit hartree.